(1)
16
Properties=species:S:1:pos:R:3 method="wB97M-V/def2-TZVPD" multiplicity=6 e_above_lowest_kcal_mol=16.31 homo_ev="-17.74 / -20.20" total_charge=+2 homo_lumo_gap_ha="0.2861 / 0.2404" lumo_energy_ev="-9.95 / -13.66" total_energy_ev=-48021.84226
O -1.71 1.22 -1.25
C -0.70 2.07 -1.01
O 0.15 1.44 0.04
C 1.28 0.76 -0.35
C 1.50 -0.45 0.47
O 0.31 -1.26 0.40
C 0.45 -2.54 1.03
Co -1.25 -0.17 0.00
H -1.02 3.02 -0.55
H -0.05 2.27 -1.88
H 2.41 -0.63 -0.27
H 1.77 -0.29 1.52
H -0.54 -3.01 1.03
H 1.16 -3.15 0.46
H 0.80 -2.40 2.06
H 1.56 0.83 -1.41

=====

(2)
96
Properties=species:S:1:pos:R:3 method="wB97M-V/def2-TZVPD" multiplicity=1 homo_ev=-11.47 total_charge=+1 homo_lumo_gap_ha=0.3333 lumo_energy_ev=-2.40 total_energy_ev=-61458.25581
C -8.98 -5.30 1.21
C -8.97 -4.82 -0.24
O -7.63 -4.57 -0.72
C -7.02 -3.46 -0.24
O -7.54 -2.39 -0.21
C -5.60 -3.70 0.22
C -4.64 -2.72 -0.46
C -3.26 -2.65 0.24
N -2.99 -1.30 0.82
C -3.53 -1.21 2.20
C -3.44 0.22 2.70
C -2.02 0.77 2.52
P -1.87 2.46 1.65
O -3.33 2.57 0.91
O -2.12 3.45 2.95
N -1.13 -0.13 1.75
C -1.73 -0.83 0.71
N -1.04 -0.96 -0.40
C 0.33 -0.45 -0.60
C 0.97 -1.09 -1.84
C 2.46 -1.37 -1.56
C 3.26 -1.64 -2.83
C 3.75 -0.35 -3.48
O 4.03 -0.60 -4.85
C 5.10 0.01 -5.44
C 6.42 -0.08 -4.71
O 4.97 0.52 -6.50
H -9.16 -6.37 1.28
H -9.75 -4.78 1.79
H -8.02 -5.10 1.69
H -9.36 -5.59 -0.91
H -9.57 -3.92 -0.37
H -5.60 -3.54 1.30
H -5.32 -4.74 0.02
H -5.10 -1.73 -0.46
H -4.50 -3.03 -1.49
H -2.47 -2.92 -0.46
H -3.22 -3.37 1.06
H -3.00 -1.91 2.85
H -4.59 -1.50 2.16
H -4.18 0.83 2.18
H -3.72 0.22 3.75
H -1.55 0.90 3.50
H -3.93 3.17 1.37
H -2.35 3.00 3.77
H -0.57 -0.75 2.33
H -1.48 -1.42 -1.18
H 0.92 -0.68 0.28
H 0.28 0.64 -0.70
H 0.46 -2.02 -2.10
H 0.90 -0.41 -2.68
H 2.85 -0.50 -1.02
H 2.54 -2.22 -0.87
H 4.13 -2.25 -2.59
H 2.66 -2.19 -3.56
H 4.64 0.01 -2.95
H 2.99 0.44 -3.42
H 6.35 -0.79 -3.89
H 6.66 0.88 -4.26
H 7.20 -0.38 -5.40
C 5.72 2.72 -0.90
C 4.72 3.51 -0.07
C 4.45 2.88 1.30
C 3.89 1.54 1.18
N 3.46 0.48 1.08
H 5.36 1.71 -1.11
H 5.91 3.21 -1.85
H 6.68 2.63 -0.38
H 3.77 3.60 -0.61
H 5.08 4.53 0.09
H 3.74 3.49 1.87
H 5.37 2.82 1.88
C -7.75 0.63 7.53
C -6.66 1.51 6.92
C -6.50 1.29 5.41
C -6.13 -0.09 5.09
N -5.85 -1.18 4.86
H -7.51 -0.43 7.42
H -7.86 0.84 8.59
H -8.71 0.81 7.05
H -5.71 1.31 7.42
H -6.90 2.56 7.08
H -5.73 1.95 5.00
H -7.43 1.51 4.89
C 11.25 2.78 -5.62
C 10.40 3.85 -4.96
C 10.06 3.52 -3.50
C 9.31 2.28 -3.38
N 8.74 1.28 -3.30
H 10.73 1.82 -5.66
H 11.49 3.06 -6.65
H 12.19 2.63 -5.08
H 9.47 3.99 -5.51
H 10.92 4.81 -4.98
H 9.47 4.32 -3.05
H 10.98 3.42 -2.91

=====

(3)
85
Properties=species:S:1:pos:R:3 method="wB97M-V/def2-TZVPD" multiplicity=1 homo_ev=-3.49 total_charge=-1 homo_lumo_gap_ha=0.1039 lumo_energy_ev=-0.66 total_energy_ev=-1307099.13001
Li -12.39 4.56 20.78
Li -11.53 0.98 17.48
In -14.25 3.29 18.28
C -5.39 -1.33 18.82
O -5.71 -0.21 18.66
O -12.24 -0.23 18.53
O -5.09 -2.47 18.92
C -17.57 11.96 23.22
O -17.55 10.77 23.22
O -17.61 13.17 23.29
O -13.18 3.59 22.09
C -11.68 3.54 18.67
O -12.60 4.48 18.96
O -11.74 2.82 17.65
O -11.02 3.36 19.71
C -16.77 1.96 15.23
Br -17.85 0.49 15.78
Br -17.78 3.39 14.37
Br -15.28 1.32 14.07
H -16.28 2.41 16.07
C -18.44 4.92 18.90
Br -16.78 5.54 18.07
Br -18.51 2.93 18.98
Br -19.97 5.55 17.93
H -18.42 5.29 19.89
C -12.69 6.46 16.39
Br -13.58 8.07 16.10
Br -10.85 6.63 16.21
Br -13.57 5.11 15.35
H -12.80 6.15 17.42
C -14.20 -4.24 19.34
Br -13.41 -5.51 18.32
Br -13.56 -2.46 18.94
Br -14.08 -4.40 21.26
H -15.25 -4.31 19.16
C -7.31 4.55 16.81
Br -6.63 6.38 16.64
Br -6.52 3.62 18.27
Br -7.43 3.79 15.15
H -8.33 4.57 17.15
C -12.12 8.94 19.42
Br -10.51 9.99 19.50
Br -13.67 9.82 20.08
Br -11.70 7.36 20.44
H -12.30 8.60 18.40
C -11.49 3.17 13.03
C -10.31 2.48 12.34
C -9.10 3.47 11.96
C -7.76 2.82 11.58
C -7.75 2.14 10.20
C -6.26 1.56 9.91
H -12.29 2.48 13.44
H -11.89 3.90 12.38
H -11.12 3.71 13.89
H -9.98 1.63 12.85
H -10.57 2.10 11.30
H -8.93 4.12 12.84
H -9.46 4.04 11.13
H -7.00 3.60 11.60
H -7.49 2.16 12.43
H -8.41 1.25 10.26
H -8.14 2.80 9.46
H -6.32 0.73 9.19
H -5.67 2.31 9.48
H -5.89 1.16 10.87
C -23.22 8.10 14.79
C -22.08 8.23 13.75
C -20.80 8.54 14.43
C -19.58 8.03 13.58
C -18.25 8.33 14.30
C -16.96 8.28 13.45
H -22.98 7.20 15.38
H -24.23 8.13 14.39
H -23.14 8.93 15.46
H -21.95 7.30 13.21
H -22.30 9.08 13.12
H -20.87 8.12 15.43
H -20.68 9.59 14.50
H -19.63 6.88 13.47
H -19.70 8.54 12.59
H -18.36 9.20 14.92
H -18.15 7.59 15.16
H -16.78 9.18 12.90
H -16.09 8.07 14.07
H -17.04 7.49 12.71

=====

(4)
15
Properties=species:S:1:pos:R:3 method="wB97M-V/def2-TZVPD" multiplicity=1 e_above_lowest_kcal_mol=89.92 homo_ev=-7.52 homo_lumo_gap_ha=0.2973 lumo_energy_ev=0.57 total_energy_ev=-9405.93305
O -0.71 -2.00 -0.08
C 0.08 -0.97 0.49
C 1.05 -0.44 -0.60
C 0.48 0.95 -0.69
O 1.29 1.95 -0.48
C -0.91 1.14 -0.58
C -0.76 0.32 0.80
H -1.35 -2.27 0.59
H 0.63 -1.35 1.36
H 2.11 -0.47 -0.33
H 0.90 -0.98 -1.54
H 0.67 2.72 -0.46
H -1.79 0.14 1.09
H -1.41 0.37 -1.19
H -0.29 0.89 1.61

=====

(5)
23
Properties=species:S:1:pos:R:3 method="wB97M-V/def2-TZVPD" smiles="C[C@H](O)CN.C=CC" multiplicity=1 e_above_lowest_kcal_mol=40.76 homo_ev=-9.00 homo_lumo_gap_ha=0.3614 lumo_energy_ev=0.84 total_energy_ev=-10001.98976
C 0.19 2.09 1.03
C -1.30 2.09 1.13
C 0.87 2.28 -0.09
H 0.71 1.94 1.96
H -0.07 -0.25 0.48
H 1.54 -0.40 -1.27
H -1.66 1.19 1.63
H -1.64 2.95 1.72
H -1.76 2.15 0.14
H 1.95 2.28 -0.11
H 0.38 2.44 -1.04
C 0.80 -2.17 0.89
C 0.00 -1.24 -0.01
N -0.19 -0.52 -2.41
C 0.68 -1.07 -1.38
O -1.31 -1.73 -0.24
H -1.68 -2.02 0.60
H -0.54 0.38 -2.12
H -0.99 -1.14 -2.51
H 1.03 -2.04 -1.73
H 1.82 -1.80 1.00
H 0.35 -2.25 1.88
H 0.84 -3.17 0.45

=====

(6)
222
Properties=species:S:1:pos:R:3 method="wB97M-V/def2-TZVPD" multiplicity=1 homo_ev=-9.11 homo_lumo_gap_ha=0.3421 lumo_energy_ev=0.20 total_energy_ev=-187494.68968
C 0.02 2.33 5.23
O -1.21 1.66 4.80
P -2.51 1.74 5.71
O -2.36 1.40 7.20
O -3.02 3.29 5.46
C -2.51 4.39 6.14
O -3.56 0.76 4.97
C -3.86 0.86 3.63
H 0.12 3.31 4.76
H 0.88 1.83 4.78
H 0.08 2.48 6.31
H -2.34 5.15 5.37
H -1.59 4.18 6.67
H -3.24 4.80 6.83
H -4.95 0.84 3.52
H -3.32 0.08 3.10
H -3.47 1.79 3.23
C -1.48 3.19 -1.22
O -0.21 3.07 -1.77
P -0.02 2.23 -3.17
O -1.01 1.13 -3.32
O 1.57 1.77 -3.12
C 2.08 0.77 -4.02
O -0.07 3.38 -4.30
C 0.95 4.39 -4.49
H -2.27 2.69 -1.79
H -1.77 4.22 -1.06
H -1.54 2.71 -0.25
H 3.11 0.59 -3.71
H 1.99 1.07 -5.07
H 1.69 -0.24 -3.91
H 1.68 4.13 -5.26
H 1.48 4.52 -3.55
H 0.48 5.34 -4.76
C 5.92 3.45 -1.21
O 6.79 3.59 -2.30
P 6.83 2.43 -3.42
O 7.75 2.60 -4.59
O 5.25 2.37 -3.97
C 4.67 3.40 -4.74
O 7.01 1.01 -2.55
C 8.01 0.91 -1.56
H 6.07 4.26 -0.50
H 6.11 2.53 -0.67
H 4.88 3.54 -1.52
H 5.43 4.07 -5.15
H 4.09 4.02 -4.05
H 3.99 3.08 -5.53
H 7.59 0.48 -0.65
H 8.52 1.87 -1.45
H 8.77 0.23 -1.94
C -0.61 -7.10 -3.95
O -0.36 -5.75 -3.69
P -0.96 -4.69 -4.75
O -2.42 -4.77 -5.05
O -0.42 -3.33 -4.01
C -1.11 -2.77 -2.87
O 0.07 -4.86 -6.00
C -0.22 -5.78 -7.08
H -1.09 -7.68 -3.17
H 0.30 -7.69 -4.01
H -1.09 -7.28 -4.92
H -0.57 -3.23 -2.05
H -2.11 -3.14 -2.67
H -1.22 -1.68 -2.95
H -1.23 -6.19 -7.12
H 0.47 -6.63 -7.03
H 0.01 -5.28 -8.02
C -4.08 -0.09 -2.34
O -4.52 1.23 -1.94
P -5.31 1.52 -0.54
O -4.51 1.64 0.72
O -6.18 2.84 -0.89
C -5.54 4.12 -1.11
O -6.39 0.31 -0.53
C -7.18 0.16 -1.69
H -3.01 -0.15 -2.51
H -4.53 -0.22 -3.33
H -4.37 -0.94 -1.73
H -5.72 4.58 -2.09
H -4.45 4.08 -1.07
H -5.99 4.71 -0.31
H -8.21 0.05 -1.35
H -6.92 -0.73 -2.27
H -7.13 1.04 -2.32
C 0.13 6.73 4.98
O 0.13 5.98 3.70
P -0.90 6.37 2.49
O -2.22 7.02 2.80
O -0.04 7.31 1.45
C -0.14 8.75 1.55
O -1.12 4.95 1.69
C -1.82 3.90 2.37
H -0.55 7.57 4.81
H 1.08 7.18 5.24
H -0.21 5.99 5.71
H -0.52 9.20 0.63
H 0.84 9.15 1.79
H -0.85 9.09 2.30
H -2.31 4.26 3.28
H -1.24 3.02 2.64
H -2.68 3.70 1.74
C 6.50 -2.19 -3.59
C 5.40 -1.60 -4.40
O 4.16 -1.66 -4.12
C 5.78 -0.80 -5.70
H 6.14 -3.06 -3.04
H 6.81 -1.49 -2.81
H 7.32 -2.52 -4.24
H 6.24 0.14 -5.42
H 4.95 -0.63 -6.38
H 6.47 -1.43 -6.27
C -0.45 -6.13 -0.02
C -1.64 -6.50 0.85
O -2.77 -6.21 0.58
C -1.32 -7.32 2.05
H -0.42 -6.53 -1.04
H 0.49 -6.32 0.49
H -0.50 -5.05 -0.17
H -0.53 -8.04 1.85
H -2.27 -7.73 2.38
H -0.84 -6.69 2.80
C 1.75 4.01 0.03
C 2.69 4.32 1.18
O 3.65 5.10 1.06
C 2.43 3.57 2.48
H 1.83 3.02 -0.42
H 1.87 4.68 -0.83
H 0.76 4.22 0.42
H 2.85 4.12 3.32
H 2.90 2.59 2.54
H 1.37 3.43 2.68
C -2.53 2.06 -6.07
C -1.56 0.96 -6.32
O -0.48 1.29 -6.71
C -1.88 -0.52 -6.10
H -1.98 3.00 -6.05
H -3.07 1.95 -5.13
H -3.31 2.04 -6.83
H -0.94 -1.05 -6.20
H -2.62 -0.93 -6.78
H -2.15 -0.73 -5.07
C 4.36 -0.60 2.09
C 4.96 0.19 0.95
O 6.02 0.84 1.08
C 4.17 0.19 -0.32
H 4.44 -1.66 1.84
H 3.34 -0.42 2.40
H 4.96 -0.46 2.99
H 4.79 0.83 -0.95
H 3.13 0.50 -0.26
H 4.25 -0.83 -0.70
C -8.75 2.71 1.05
C -8.58 2.00 2.40
O -8.99 2.48 3.45
C -7.78 0.71 2.31
H -7.81 3.16 0.75
H -9.54 3.46 1.11
H -8.89 1.92 0.31
H -7.61 0.22 3.27
H -6.84 0.81 1.77
H -8.28 -0.02 1.67
C 1.37 -2.45 3.49
C 1.37 -3.52 2.45
O 0.62 -3.44 1.50
C 2.25 -4.76 2.66
H 2.37 -2.03 3.60
H 1.11 -3.06 4.36
H 0.65 -1.70 3.19
H 2.23 -5.02 3.72
H 3.29 -4.52 2.43
H 1.86 -5.58 2.07
C 4.72 -6.27 -0.84
C 3.51 -5.70 -1.49
O 2.67 -6.38 -2.04
C 3.44 -4.19 -1.52
H 5.59 -5.64 -0.96
H 4.86 -7.24 -1.31
H 4.53 -6.41 0.23
H 2.79 -3.87 -2.33
H 4.45 -3.84 -1.72
H 3.10 -3.75 -0.58
C 3.47 -0.31 5.78
C 4.35 0.83 5.30
O 3.95 1.87 4.81
C 5.82 0.56 5.53
H 3.97 -1.27 5.75
H 2.57 -0.24 5.17
H 3.21 -0.07 6.81
H 6.08 -0.46 5.80
H 6.10 1.33 6.25
H 6.32 0.78 4.59
C -5.54 -3.73 0.33
C -4.55 -2.84 0.96
O -4.73 -2.25 2.01
C -3.15 -2.81 0.32
H -5.75 -3.44 -0.70
H -6.49 -3.73 0.86
H -5.24 -4.77 0.36
H -3.10 -3.53 -0.50
H -2.56 -3.22 1.15
H -2.87 -1.79 0.09
C -1.19 0.09 1.60
C 0.13 0.38 0.92
O 1.01 0.99 1.53
C 0.38 -0.20 -0.45
H -1.28 -0.99 1.70
H -2.00 0.45 0.96
H -1.31 0.58 2.56
H 1.25 0.24 -0.94
H -0.45 -0.10 -1.14
H 0.63 -1.26 -0.35
C -3.21 -5.06 3.91
C -2.09 -4.17 4.32
O -0.99 -4.67 4.11
C -2.42 -2.71 4.52
H -3.00 -6.13 3.92
H -3.53 -4.85 2.89
H -4.06 -4.86 4.56
H -2.78 -2.18 3.64
H -1.56 -2.22 4.97
H -3.13 -2.47 5.32